[1]
The following is a quantum chemistry calculation of a 5-piece molecular cluster, C17H44O17P2S5 overall, from the OMol25 dataset.

CARTESIAN COORDINATES (ANGSTROEM)
C 3.91 1.18 1.30
P 2.43 0.12 1.44
C 2.36 -0.88 -0.11
C 0.94 1.28 1.48
O 1.28 2.67 1.20
S 1.11 2.95 -0.36
O 2.35 2.91 -1.06
O 0.27 4.09 -0.49
O 0.30 1.63 -0.72
C -0.18 1.01 0.49
P -1.81 1.78 1.07
C -3.04 0.48 0.75
O -2.27 2.75 -0.18
H 4.71 0.54 0.90
H 4.20 1.49 2.30
H 3.81 2.05 0.66
H 3.05 -0.52 -0.87
H 1.37 -0.89 -0.54
H 2.63 -1.90 0.16
H 0.57 1.22 2.50
H -0.32 -0.06 0.34
H -3.99 0.99 0.90
H -2.98 0.14 -0.29
H -2.94 -0.36 1.44
H -1.77 3.58 -0.16
C -0.75 6.53 -2.22
C -0.22 7.60 -3.14
O -0.48 7.31 -4.54
S -1.96 7.48 -5.07
C -1.60 7.44 -6.79
O -2.44 8.78 -4.70
O -2.74 6.33 -4.72
H -1.84 6.50 -2.23
H -0.42 6.72 -1.20
H -0.38 5.55 -2.52
H -0.63 8.58 -2.91
H 0.86 7.66 -3.09
H -0.99 8.30 -7.04
H -2.55 7.47 -7.31
H -1.08 6.51 -7.01
C -2.97 -4.30 6.05
C -1.54 -4.53 5.63
O -1.39 -4.67 4.19
S -1.47 -3.35 3.31
C -0.83 -4.03 1.82
O -0.56 -2.38 3.84
O -2.85 -2.99 3.12
H -3.34 -3.34 5.70
H -3.03 -4.31 7.14
H -3.62 -5.08 5.65
H -0.88 -3.72 5.97
H -1.16 -5.47 6.03
H 0.21 -4.31 1.99
H -0.90 -3.24 1.07
H -1.44 -4.88 1.54
C 2.47 -5.65 5.23
C 3.89 -6.00 4.84
O 4.03 -6.29 3.43
S 4.02 -5.06 2.43
C 4.59 -5.90 1.00
O 4.98 -4.10 2.86
O 2.66 -4.65 2.22
H 2.16 -4.70 4.78
H 2.41 -5.55 6.31
H 1.78 -6.42 4.90
H 4.59 -5.21 5.10
H 4.21 -6.92 5.33
H 5.61 -6.23 1.17
H 4.55 -5.19 0.18
H 3.93 -6.74 0.80
C -1.95 2.79 -4.07
C -2.88 1.67 -3.69
O -2.58 0.41 -4.37
S -1.31 -0.39 -3.87
C -1.64 -1.91 -4.70
O -1.43 -0.58 -2.45
O -0.12 0.18 -4.41
H -0.93 2.61 -3.73
H -2.30 3.72 -3.63
H -1.92 2.92 -5.16
H -2.87 1.49 -2.61
H -3.90 1.88 -3.99
H -2.55 -2.34 -4.31
H -0.79 -2.55 -4.51
H -1.72 -1.70 -5.77

structure (SMILES): CP(C)[C@H]1OS(=O)(=O)O[C@@H]1P(C)O.CCOS(C)(=O)=O.CCOS(C)(=O)=O.CCOS(C)(=O)=O.CCOS(C)(=O)=O
relative energy (zero: lowest compared OMol25 entry of this formula, charge and spin): 0.0 kcal/mol
total charge: 0
Kohn-Sham gap: 8.38 eV

Mulliken analysis output, partial charges in e:
1. C -1.180
2. P 0.189
3. C -0.691
4. C 0.064
5. O -0.452
6. S 0.929
7. O -0.639
8. O -0.471
9. O 0.035
10. C -0.006
11. P -0.106
12. C -0.833
13. O -0.330
14. H 0.377
15. H 0.334
16. H 0.322
17. H 0.391
18. H 0.035
19. H 0.301
20. H 0.543
21. H 0.146
22. H 0.392
23. H 0.126
24. H 0.296
25. H 0.274
26. C -0.854
27. C -0.556
28. O -0.262
29. S 1.213
30. C -0.962
31. O -0.660
32. O -0.561
33. H 0.348
34. H 0.426
35. H 0.227
36. H 0.357
37. H 0.289
38. H 0.321
39. H 0.374
40. H 0.310
41. C -1.167
42. C -0.334
43. O -0.210
44. S 1.276
45. C -0.581
46. O -0.665
47. O -0.641
48. H 0.306
49. H 0.400
50. H 0.282
51. H 0.347
52. H 0.302
53. H 0.140
54. H 0.240
55. H 0.356
56. C -0.834
57. C -0.516
58. O -0.282
59. S 1.181
60. C -1.018
61. O -0.668
62. O -0.526
63. H 0.243
64. H 0.433
65. H 0.258
66. H 0.352
67. H 0.281
68. H 0.362
69. H 0.360
70. H 0.321
71. C -0.798
72. C -0.013
73. O -0.347
74. S 1.291
75. C -1.150
76. O -0.539
77. O -0.632
78. H 0.192
79. H 0.331
80. H 0.327
81. H -0.092
82. H 0.315
83. H 0.307
84. H 0.380
85. H 0.372



[2]
The following is a quantum chemistry calculation of C17H45FO6Zn as an isolated structure, from the OMol25 dataset.

CARTESIAN COORDINATES (ANGSTROEM)
Zn -16.29 9.80 6.45
F -17.67 9.46 5.06
C -19.06 7.87 7.46
C -18.03 8.32 8.49
O -17.18 9.33 8.11
H -19.66 8.71 7.11
H -19.76 7.13 7.85
H -18.50 7.51 6.59
H -17.47 7.42 8.84
H -18.55 8.53 9.44
C -19.12 6.17 4.09
C -17.87 6.29 3.24
C -18.14 6.65 1.79
O -16.90 7.14 3.83
H -19.62 7.15 4.10
H -18.91 5.86 5.11
H -19.88 5.51 3.67
H -17.47 5.26 3.21
H -18.89 6.01 1.31
H -17.21 6.50 1.24
H -18.47 7.69 1.70
H -17.34 7.97 4.13
C -15.70 5.82 6.93
C -14.83 7.06 6.97
C -13.40 6.74 6.57
O -15.34 8.02 6.01
H -16.75 6.08 7.02
H -15.39 5.11 7.70
H -15.52 5.27 6.00
H -14.92 7.51 7.96
H -12.83 7.64 6.31
H -13.40 6.13 5.67
H -12.90 6.17 7.35
H -15.61 7.54 5.20
C -22.03 10.30 2.73
C -20.56 10.15 3.04
C -19.80 11.47 3.07
O -20.45 9.45 4.28
H -22.25 10.82 1.80
H -22.47 10.96 3.49
H -22.54 9.34 2.73
H -20.08 9.51 2.28
H -20.23 12.15 3.80
H -19.85 11.94 2.09
H -18.76 11.29 3.34
H -19.53 9.54 4.58
C -19.21 12.34 6.66
C -17.82 12.84 6.35
C -17.52 14.20 6.94
O -16.85 11.90 6.84
H -19.98 12.95 6.19
H -19.47 12.42 7.72
H -19.34 11.29 6.40
H -17.71 12.90 5.26
H -17.72 14.17 8.02
H -18.17 15.02 6.64
H -16.51 14.58 6.77
H -16.89 11.99 7.80
C -14.71 12.59 3.74
C -15.55 11.34 3.94
C -15.52 10.47 2.68
O -14.95 10.56 5.00
H -13.66 12.37 3.53
H -14.68 13.22 4.63
H -15.14 13.21 2.95
H -16.57 11.63 4.16
H -14.62 9.86 2.56
H -15.61 11.04 1.76
H -16.35 9.77 2.72
H -14.06 10.35 4.72

relative energy (zero: lowest compared OMol25 entry of this formula, charge and spin): 0.0 kcal/mol
total charge: 0
Kohn-Sham gap: 8.04 eV

Mulliken analysis output, partial charges in e:
1. Zn 0.052
2. F 0.802
3. C -0.346
4. C -0.491
5. O -0.675
6. H 0.205
7. H 0.452
8. H -0.465
9. H 0.227
10. H 0.417
11. C -1.011
12. C 0.617
13. C -1.333
14. O -0.496
15. H 0.089
16. H 0.221
17. H 0.483
18. H 0.309
19. H 0.433
20. H 0.329
21. H 0.161
22. H -0.211
23. C -1.288
24. C 0.340
25. C -1.463
26. O 0.195
27. H 0.135
28. H 0.421
29. H 0.421
30. H 0.480
31. H 0.313
32. H 0.348
33. H 0.394
34. H 0.229
35. C -1.645
36. C 1.397
37. C -0.721
38. O -0.648
39. H 0.386
40. H 0.354
41. H 0.378
42. H -0.244
43. H 0.137
44. H 0.504
45. H -0.233
46. H -0.140
47. C -1.420
48. C 0.992
49. C -1.632
50. O -0.492
51. H 0.396
52. H 0.421
53. H 0.143
54. H 0.128
55. H 0.400
56. H 0.396
57. H 0.331
58. H 0.367
59. C -1.533
60. C 2.231
61. C -1.320
62. O -0.215
63. H 0.405
64. H 0.377
65. H 0.369
66. H -1.467
67. H 0.330
68. H 0.401
69. H 0.232
70. H 0.340



[3]
The following is a quantum chemistry calculation of C17H46BeF6N2O5P as an isolated structure, from the OMol25 dataset.

CARTESIAN COORDINATES (ANGSTROEM)
Be -0.35 0.13 -0.10
P 3.72 1.41 0.07
F 5.35 1.42 0.46
F 3.53 2.71 1.00
F 3.86 2.33 -1.32
F 2.15 1.33 -0.31
F 3.99 0.08 -0.80
F 3.33 0.48 1.37
C -3.12 -2.00 3.02
C -1.93 -1.04 2.79
C -1.35 -0.64 4.14
O -1.00 -1.59 1.92
H -2.91 -2.97 3.46
H -3.77 -2.16 2.15
H -3.84 -1.49 3.66
H -2.33 -0.11 2.39
H -2.09 -0.40 4.90
H -0.70 0.23 4.15
H -0.74 -1.48 4.49
H -0.91 -2.51 2.18
C 1.33 -0.25 -4.38
C 1.47 0.88 -3.34
C 1.50 2.27 -3.96
O 0.33 0.66 -2.54
H 0.34 -0.36 -4.81
H 1.53 -1.23 -3.94
H 2.03 -0.14 -5.21
H 2.43 0.72 -2.86
H 0.65 2.56 -4.58
H 2.44 2.28 -4.51
H 1.60 2.98 -3.13
H -0.41 0.76 -3.15
C 3.25 -3.27 -0.26
C 2.04 -2.66 0.52
C 2.44 -2.57 2.00
O 1.73 -1.37 0.05
H 3.28 -3.15 -1.34
H 3.35 -4.32 0.03
H 4.25 -2.88 -0.06
H 1.18 -3.28 0.26
H 3.43 -2.13 2.05
H 2.32 -3.55 2.45
H 1.82 -1.88 2.56
H 2.58 -0.92 -0.02
C -4.81 -0.53 -1.42
C -3.46 -0.79 -0.84
C -2.54 -1.71 -1.73
O -1.20 -1.89 -1.35
C -0.57 -2.95 -2.04
N -2.80 0.47 -0.52
H -5.51 0.01 -0.79
H -5.24 -1.52 -1.58
H -4.84 -0.02 -2.39
H -3.54 -1.37 0.08
H -2.62 -1.31 -2.74
H -3.05 -2.67 -1.78
H -0.79 -3.03 -3.11
H -0.95 -3.82 -1.51
H 0.51 -2.99 -1.91
H -3.33 1.03 0.13
H -2.93 1.09 -1.31
C 0.66 3.17 3.32
C -0.15 2.44 2.27
C -0.14 3.25 1.02
O -0.80 2.59 -0.01
C -0.93 3.43 -1.15
N 0.59 1.20 2.04
H 0.11 4.06 3.62
H 1.66 3.48 3.02
H 0.70 2.58 4.23
H -1.14 2.15 2.62
H 0.86 3.57 0.74
H -0.68 4.14 1.35
H -1.64 4.24 -1.00
H -1.41 2.89 -1.96
H 0.00 3.79 -1.61
H 0.62 0.69 2.91
H 1.57 1.44 1.96

total charge: +1
Kohn-Sham gap: 9.05 eV

Mulliken analysis output, partial charges in e:
1. Be 1.080
2. P 1.498
3. F -0.357
4. F -0.346
5. F -0.401
6. F -0.596
7. F -0.380
8. F -0.335
9. C -1.559
10. C 0.988
11. C -1.413
12. O -0.167
13. H 0.426
14. H 0.344
15. H 0.428
16. H -0.204
17. H 0.424
18. H 0.242
19. H 0.358
20. H 0.257
21. C -1.296
22. C 0.652
23. C -1.623
24. O -0.080
25. H 0.379
26. H 0.242
27. H 0.408
28. H 0.078
29. H 0.354
30. H 0.452
31. H 0.293
32. H 0.144
33. C -1.682
34. C 0.449
35. C -1.455
36. O 0.764
37. H 0.336
38. H 0.466
39. H 0.399
40. H 0.507
41. H 0.393
42. H 0.470
43. H 0.094
44. H -0.371
45. C -1.677
46. C 1.081
47. C -1.199
48. O 0.248
49. C -1.053
50. N -0.352
51. H 0.409
52. H 0.425
53. H 0.407
54. H -0.468
55. H 0.486
56. H 0.426
57. H 0.394
58. H 0.445
59. H 0.043
60. H 0.308
61. H 0.224
62. C -1.643
63. C 0.379
64. C -1.096
65. O 0.129
66. C -0.905
67. N -0.355
68. H 0.501
69. H 0.382
70. H 0.395
71. H 0.360
72. H 0.364
73. H 0.514
74. H 0.354
75. H 0.195
76. H 0.327
77. H 0.219
78. H 0.073



We obtain HOMO values of -8.108; -7.867; -12.899 eV for the records listed above, in that order.
We obtain largest force on an atom values of 1.330; 1.975; 2.882 eV/Å for the records listed above, in that order.